Computed, not measured: 4 unconnected molecules or ions with the total composition C16H44N4O4 in a non-equilibrium geometry, with the ωB97M-V functional and the def2-TZVPD basis.

Geometry as XYZ:
```
68
Properties=species:S:1:pos:R:3:mulliken_spin:R:1
C 0.008 0.663 -4.293 0.000
C -0.920 1.860 -4.185 0.000
C -0.426 2.828 -3.188 0.000
O -1.326 3.952 -3.095 0.000
C -0.829 4.798 -2.053 0.000
N -1.046 2.506 -5.505 0.000
H -0.449 -0.017 -5.012 0.000
H 0.186 0.244 -3.303 0.000
H 0.980 0.979 -4.673 0.000
H -1.925 1.569 -3.879 0.000
H 0.637 2.995 -3.361 0.000
H -0.453 2.195 -2.301 0.000
H -1.346 5.738 -2.247 0.000
H 0.242 4.999 -2.027 0.000
H -1.168 4.427 -1.086 0.000
H -1.808 3.164 -5.418 0.000
H -0.212 3.062 -5.626 0.000
C -0.052 -4.777 -0.753 0.000
C -0.879 -3.466 -1.016 0.001
C -0.005 -2.239 -1.039 0.001
O 0.979 -2.119 0.039 0.004
C 0.602 -1.987 1.348 0.000
N -1.831 -3.592 -2.158 0.000
H 0.508 -5.077 -1.638 0.000
H -0.822 -5.543 -0.665 0.000
H 0.489 -4.946 0.178 0.000
H -1.580 -3.483 -0.182 0.000
H -0.721 -1.419 -1.095 0.000
H 0.636 -2.190 -1.919 -0.001
H 1.277 -2.509 2.026 0.000
H -0.377 -2.431 1.528 0.001
H 0.268 -0.959 1.487 0.000
H -2.528 -2.881 -1.988 0.000
H -2.298 -4.453 -1.911 0.000
C -3.737 1.084 7.433 0.000
C -3.901 1.534 5.973 0.000
C -3.385 0.561 4.910 0.000
O -1.916 0.531 4.992 0.000
C -1.399 -0.148 3.875 0.000
N -5.286 1.935 5.759 0.000
H -2.697 0.902 7.702 0.000
H -4.262 0.157 7.663 0.000
H -4.262 1.767 8.101 0.000
H -3.281 2.417 5.821 0.000
H -3.771 0.773 3.912 0.000
H -3.672 -0.444 5.220 0.000
H -0.315 -0.216 3.965 0.000
H -1.525 0.431 2.960 0.000
H -1.888 -1.117 3.772 0.000
H -5.287 2.602 5.000 0.000
H -5.761 1.149 5.340 0.000
C 3.832 -2.009 -1.108 0.131
C 4.826 -1.148 -1.984 0.021
C 4.759 0.366 -1.530 0.012
O 3.459 0.711 -1.869 0.016
C 2.917 1.799 -1.187 0.000
N 6.173 -1.671 -1.790 0.770
H 3.902 -1.872 -0.029 0.007
H 3.851 -3.088 -1.262 -0.002
H 2.833 -1.730 -1.445 0.000
H 4.624 -1.211 -3.053 0.055
H 5.396 0.972 -2.174 -0.001
H 4.965 0.472 -0.465 -0.006
H 2.012 2.167 -1.669 0.000
H 3.676 2.581 -1.175 0.001
H 2.625 1.562 -0.164 0.002
H 6.065 -2.600 -1.409 -0.005
H 6.613 -1.111 -1.074 -0.006
```

As for the spin multiplicity: 2. The total energy is -1155.49269 Eh. The expectation value of S² is 0.754. As for the net charge: +1. The calculation puts the frontier orbital gap (spin up / spin down) at 7.91 / 2.18 eV. The value obtained for the energy above the lowest of the compared OMol25 structures with the same formula, charge and spin is 0.923 eV. The value obtained for the HOMO energy (spin up / spin down) is -0.405 / -0.405 hartree.


Computed, not measured: 5 unconnected molecules or ions with the total composition C16H44NO4S, with the ωB97M-V functional and the def2-TZVPD basis.

Geometry as XYZ:
```
66
Properties=species:S:1:pos:R:3:lowdin_charge:R:1
C 1.255 1.581 -0.236 -0.044
C 0.662 2.818 -0.910 -0.432
C 1.450 4.075 -0.555 -0.047
C -0.771 3.015 -0.451 -0.158
N -1.723 2.003 -1.054 -0.282
S -1.853 1.910 -2.832 0.917
H 2.289 1.432 -0.543 0.073
H 1.225 1.699 0.849 0.072
H 0.725 0.656 -0.497 0.077
H 0.704 2.684 -1.996 0.107
H 0.990 4.974 -0.970 0.088
H 1.463 4.175 0.532 0.070
H 2.468 3.997 -0.935 0.093
H -0.827 2.840 0.627 0.131
H -1.180 4.000 -0.668 0.135
H -2.677 2.203 -0.744 0.129
H -1.525 1.063 -0.690 0.111
H -0.669 1.301 -2.959 -0.100
C 2.921 -1.254 -3.157 -0.059
C 4.030 -0.315 -2.712 -0.504
C 5.399 -0.790 -3.165 -0.056
O 3.996 -0.124 -1.294 -0.069
H 3.071 -2.247 -2.725 0.085
H 1.948 -0.885 -2.826 0.061
H 2.905 -1.360 -4.242 0.083
H 3.844 0.684 -3.117 0.135
H 5.618 -1.771 -2.734 0.085
H 6.171 -0.093 -2.842 0.083
H 5.443 -0.882 -4.250 0.084
H 4.177 -0.975 -0.877 0.093
C -3.626 -2.477 -2.015 -0.050
C -4.126 -1.590 -0.894 -0.479
C -5.607 -1.286 -0.999 -0.047
O -3.361 -0.365 -0.849 -0.105
H -3.789 -1.988 -2.981 0.086
H -2.563 -2.682 -1.901 0.070
H -4.150 -3.432 -2.026 0.091
H -3.916 -2.059 0.070 0.127
H -5.822 -0.773 -1.941 0.086
H -5.934 -0.651 -0.176 0.083
H -6.192 -2.205 -0.981 0.090
H -3.532 0.094 -1.680 0.029
C -1.449 -5.421 2.187 -0.057
C -1.280 -4.773 0.824 -0.497
C -0.923 -3.299 0.934 -0.065
O -2.448 -4.956 0.023 -0.056
H -2.260 -4.935 2.738 0.083
H -1.693 -6.477 2.080 0.083
H -0.539 -5.332 2.782 0.082
H -0.496 -5.294 0.271 0.140
H -1.720 -2.756 1.453 0.077
H -0.796 -2.859 -0.057 0.067
H -0.001 -3.160 1.499 0.080
H -3.185 -4.535 0.481 0.080
C 0.951 1.957 4.562 -0.054
C 1.611 2.916 3.590 -0.494
C 2.366 4.028 4.292 -0.051
O 0.639 3.464 2.679 -0.089
H 0.230 2.491 5.188 0.085
H 0.425 1.165 4.030 0.077
H 1.691 1.500 5.219 0.087
H 2.297 2.365 2.942 0.132
H 1.682 4.616 4.911 0.086
H 2.835 4.695 3.570 0.082
H 3.140 3.621 4.943 0.087
H 0.010 3.975 3.204 0.095
```

The total energy is -1389.65722 Eh. As for the net charge: +1. The calculation puts the frontier orbital gap at 8.76 eV. The value obtained for the HOMO energy is -0.453 hartree.


Computed, not measured: 8 unconnected molecules or ions with the total composition C16H45ClNO11 in a non-equilibrium geometry, with the ωB97M-V functional and the def2-TZVPD basis.

Geometry as XYZ:
```
74
Properties=species:S:1:pos:R:3:lowdin_charge:R:1
Cl -1.079 1.121 -1.611 0.638
O -0.395 1.352 -0.357 -0.354
O -0.652 2.099 -2.584 -0.338
O -0.746 -0.185 -2.034 -0.341
O -2.511 1.166 -1.463 -0.341
C 1.240 -2.884 2.724 -0.037
C 1.712 -1.428 2.838 -0.460
C 2.348 -1.144 4.240 -0.136
C 3.807 -1.590 4.451 -0.197
C 4.671 -1.152 3.279 -0.158
C 4.149 -1.452 1.839 -0.486
N 2.718 -1.032 1.774 -0.092
O 2.177 -1.069 0.473 -0.004
C 5.019 -0.624 0.859 -0.034
C 4.348 -2.955 1.561 -0.037
C 0.520 -0.475 2.878 -0.056
H 1.111 -3.249 1.705 0.078
H 0.278 -3.137 3.171 0.080
H 2.024 -3.499 3.165 0.060
H 2.426 -0.065 4.372 0.112
H 1.751 -1.541 5.061 0.118
H 3.933 -2.670 4.528 0.096
H 4.246 -1.170 5.356 0.106
H 5.635 -1.658 3.336 0.112
H 4.861 -0.101 3.495 0.114
H 4.807 0.439 0.971 0.085
H 6.067 -0.854 1.050 0.077
H 4.815 -0.951 -0.160 0.078
H 3.945 -3.623 2.322 0.064
H 3.780 -3.165 0.654 0.083
H 5.369 -3.242 1.311 0.079
H 0.883 0.552 2.890 0.090
H -0.119 -0.624 3.748 0.093
H -0.129 -0.571 2.007 0.050
H 1.897 -0.165 0.313 0.093
C -3.709 -1.364 -4.702 -0.062
C -3.471 0.136 -4.941 -0.301
O -4.460 0.604 -5.814 -0.101
H -2.827 -1.996 -4.599 0.056
H -4.335 -1.848 -5.451 0.068
H -4.292 -1.416 -3.783 0.071
H -2.587 0.353 -5.541 0.088
H -3.526 0.760 -4.049 0.105
H -4.129 1.267 -6.425 0.077
C -0.189 -0.760 -6.007 -0.187
O 0.632 -0.164 -5.052 -0.108
H -0.957 -1.410 -5.587 0.068
H -0.449 0.050 -6.688 0.073
H 0.452 -1.315 -6.693 0.070
H 0.127 -0.021 -4.248 0.038
C 1.205 4.194 0.165 -0.137
O 0.097 4.399 -0.776 -0.136
H 1.769 5.112 0.328 0.062
H 0.858 3.937 1.166 0.064
H 1.936 3.468 -0.191 0.072
H -0.055 3.602 -1.289 0.003
C -5.217 3.626 -0.568 -0.189
O -4.640 4.476 0.370 -0.115
H -4.469 3.034 -1.097 0.065
H -5.912 2.891 -0.161 0.077
H -5.711 4.245 -1.316 0.069
H -3.812 4.746 -0.035 0.075
C -2.601 1.819 2.137 -0.180
O -2.238 3.076 1.678 -0.117
H -3.408 1.475 1.490 0.073
H -1.794 1.090 2.070 0.053
H -3.066 1.966 3.112 0.080
H -1.616 2.889 0.971 0.037
C -2.096 -2.326 0.869 -0.174
O -2.378 -2.375 -0.503 -0.095
H -2.204 -1.375 1.391 0.066
H -2.729 -3.035 1.402 0.076
H -1.097 -2.664 1.146 0.049
H -2.009 -1.603 -0.938 0.033
```

The total energy is -1978.86978 Eh. As for the net charge: -1. The calculation puts the frontier orbital gap at 8.69 eV. The value obtained for the HOMO energy is -0.228 hartree.


Which value of net charge does entry 3 give? -1


Look up the net charge of the third one. -1


The lowest net charge belongs to which entry? C16H45ClNO11